The following is a DFT calculation (wB97M-V/def2-TZVPD) of a molecular structure, FH4P3.

Results
HOMO = -8.35 eV
LUMO = -1.410 eV
Calculated total energy = -1126.21951 hartree
Orbital gap = 0.2551 Ha
Energy above the lowest of the compared OMol25 structures with the same formula, charge and spin = 46.7 kcal per mole

Structure (ORCA input):
```
! wB97M-V def2-TZVPD RIJCOSX def2/J DEFGRID3
* xyz 0 1
P -2.415 -0.186 -0.383
P 0.068 0.741 0.292
P 0.905 -1.133 -0.092
F -3.964 -0.349 0.308
H -2.985 1.107 -0.920
H 1.525 -1.285 1.155
H 0.544 1.175 -1.013
H 2.106 -0.382 -0.387
*
```



The following is a DFT calculation (wB97M-V/def2-TZVPD) of a molecular structure, C12H26BN2O2P2Tl.

Results
HOMO (spin up / spin down) = -14.26 / -14.49 eV
LUMO (spin up / spin down) = -11.214 / -10.980 eV
Calculated total energy = -1612.15619 hartree
Orbital gap (spin up / spin down) = 0.1118 / 0.1291 Ha
Energy above the lowest of the compared OMol25 structures with the same formula, charge and spin = 12.6 kcal per mole

Structure (ORCA input):
```
! wB97M-V def2-TZVPD RIJCOSX def2/J DEFGRID3
* xyz 2 1
Tl -0.929 -0.710 -1.046
P 1.817 -1.240 -0.537
P -1.929 0.967 1.068
O -1.253 1.679 -4.195
O 0.138 -2.379 -4.985
N 0.929 1.360 0.595
N -1.344 -2.167 1.310
C -3.657 1.270 0.523
C -2.008 -3.027 1.748
C 0.343 2.544 0.834
C -1.168 2.637 0.761
C 3.082 2.372 0.894
C 2.914 -0.091 0.423
C 1.091 3.700 1.093
C 2.497 -2.893 -0.161
C 2.263 1.256 0.648
C 2.479 3.616 1.114
C 2.417 -0.951 -2.239
C -2.131 0.999 2.871
B -2.903 -4.180 2.309
H -2.693 1.888 3.190
H 0.192 -3.127 -5.625
H 3.126 -0.576 1.393
H -1.016 2.216 -4.990
H 4.153 2.229 0.911
H 0.547 4.635 1.219
H -4.074 2.141 1.053
H -3.859 -3.685 2.875
H -1.456 2.946 -0.267
H -2.646 0.084 3.188
H 1.894 -1.613 -2.945
H 3.576 -2.948 -0.396
H 3.502 -1.124 -2.287
H 1.937 -3.636 -0.753
H 3.090 4.502 1.282
H -1.554 3.340 1.519
H 2.321 -3.125 0.903
H 2.191 0.077 -2.549
H -2.283 -4.876 3.083
H 3.857 0.038 -0.134
H -4.235 0.364 0.754
H -3.308 -4.854 1.380
H -1.150 0.987 3.357
H -3.695 1.414 -0.569
H 0.085 -2.817 -4.114
H -1.149 0.758 -4.507
*
```



The following is a DFT calculation (wB97M-V/def2-TZVPD) of a molecular structure, C9H14O2PS.

Results
HOMO = -13.04 eV
LUMO = -4.078 eV
Calculated total energy = -1241.04678 hartree
Orbital gap = 0.3292 Ha
Energy above the lowest of the compared OMol25 structures with the same formula, charge and spin = 0.0 kcal per mole

Structure (ORCA input):
```
! wB97M-V def2-TZVPD RIJCOSX def2/J DEFGRID3
* xyz 1 1
S -2.360 -1.603 0.503
P -1.046 0.026 0.171
O -1.295 1.015 1.395
O -1.558 0.793 -1.142
C 2.019 0.759 0.179
C -2.275 2.016 -1.204
C -0.800 0.923 2.754
C 1.248 -0.321 -0.112
C 3.937 -0.672 -0.126
C 1.730 -1.543 -0.503
C 3.388 0.570 0.291
C -2.955 -1.672 -1.247
C 3.147 -1.751 -0.490
H -0.508 1.927 2.943
H -3.126 1.909 -0.645
H 4.033 1.268 0.706
H -3.847 -1.191 -1.522
H -1.514 0.530 3.414
H -1.642 2.838 -1.194
H 1.589 1.717 0.387
H -2.625 1.904 -2.354
H 4.983 -0.845 -0.201
H -3.117 -2.688 -1.590
H 3.679 -2.663 -0.752
H -2.123 -1.238 -1.689
H 0.929 -2.230 -0.759
H 0.112 0.222 2.786
*
```



The following is a DFT calculation (wB97M-V/def2-TZVPD) of 3 unconnected molecules or ions with the total composition C21H34O5.

Results
HOMO = -8.78 eV
LUMO = 0.189 eV
Calculated total energy = -1196.66065 hartree
Orbital gap = 0.3298 Ha
SMILES = C=CCC1=C(CCCCCCCC)C(=O)OC1=O.CC(C)=O.CC(C)=O

Structure (ORCA input):
```
! wB97M-V def2-TZVPD RIJCOSX def2/J DEFGRID3
* xyz 0 1
O -2.597 -2.383 3.375
O -1.076 -3.295 1.920
O 1.011 -2.478 1.542
O -1.358 0.545 -4.496
O -0.053 0.866 5.862
C 1.082 -0.689 7.256
C 0.885 -0.896 -1.207
C -1.100 -1.262 6.013
C -0.606 -0.689 -0.768
C 1.122 -0.485 -2.691
C 2.885 1.319 -1.950
C 5.893 0.937 -0.167
C -2.049 -2.377 2.355
C 1.716 0.937 -2.904
C -0.959 -1.438 0.508
C -3.686 0.966 -4.280
C -2.127 -1.394 1.174
C -2.342 1.082 -4.954
C -2.275 1.895 -6.222
C -0.128 -2.425 1.357
C 4.655 0.063 -0.552
C -4.511 1.492 1.896
C -0.027 -0.251 6.330
C 4.118 0.354 -2.004
C -3.488 0.608 1.876
C -3.387 -0.584 0.887
H 3.947 -0.570 -2.583
H -2.928 1.459 -6.980
H -5.008 1.681 2.860
H -2.573 2.925 -6.020
H 1.682 -1.269 -3.243
H -1.828 -0.814 5.339
H 6.459 0.407 0.627
H 2.505 1.374 -0.908
H 0.108 -0.475 -3.176
H -0.659 -2.132 5.523
H -4.047 1.956 -3.993
H 1.618 -1.535 6.821
H -4.846 1.959 0.953
H -1.204 -1.168 -1.579
H 1.781 0.134 7.396
H -2.665 0.744 2.601
H -4.282 -1.208 1.076
H 6.569 1.132 -1.020
H -3.589 0.356 -3.382
H 3.879 0.187 0.225
H -0.906 0.376 -0.759
H 2.108 1.020 -3.943
H -1.609 -1.566 6.929
H 5.591 1.911 0.264
H 0.668 -0.968 8.226
H 0.925 1.710 -2.823
H 5.004 -0.993 -0.523
H -3.421 -0.254 -0.172
H -1.252 1.894 -6.597
H 1.584 -0.452 -0.478
H 4.936 0.921 -2.499
H 3.207 2.348 -2.212
H 1.047 -1.996 -1.152
H -4.401 0.489 -4.952
*
```



The following is a DFT calculation (wB97M-V/def2-TZVPD) of a molecular structure, C4H10Ag4FO2.

Results
HOMO (spin up / spin down) = -23.65 / -23.43 eV
LUMO (spin up / spin down) = -16.430 / -17.819 eV
Calculated total energy = -994.69237 hartree
Orbital gap (spin up / spin down) = 0.2652 / 0.2060 Ha

Structure (ORCA input):
```
! wB97M-V def2-TZVPD RIJCOSX def2/J DEFGRID3
* xyz 4 2
Ag -4.439 2.569 -0.749
Ag -5.526 0.319 2.115
Ag -1.233 -0.483 0.989
Ag -2.900 2.558 2.439
F -3.519 0.745 0.781
O -0.377 -0.978 -1.221
O 1.322 -0.618 1.059
C -0.894 0.193 -1.838
C 2.363 -0.356 1.984
C 1.013 -1.201 -1.359
C 1.824 -0.383 -0.328
H 2.103 -0.345 3.043
H 1.334 -0.961 -2.372
H -1.761 0.686 -1.399
H -1.092 -0.051 -2.882
H 2.883 -0.620 -0.425
H -0.169 1.007 -1.830
H 2.881 0.573 1.744
H 1.730 0.696 -0.446
H 3.133 -1.117 1.868
H 1.325 -2.230 -1.176
*
```



The following is a DFT calculation (wB97M-V/def2-TZVPD) of a molecular structure, C24H25ClN6O4SV.

Results
HOMO (spin up / spin down) = -14.39 / -14.39 eV
LUMO (spin up / spin down) = -8.006 / -7.513 eV
Calculated total energy = -3360.92064 hartree
Orbital gap (spin up / spin down) = 0.2347 / 0.2529 Ha
Energy above the lowest of the compared OMol25 structures with the same formula, charge and spin = 29.2 kcal per mole

Structure (ORCA input):
```
! wB97M-V def2-TZVPD RIJCOSX def2/J DEFGRID3
* xyz 2 2
V 0.817 -0.567 -0.962
Cl 1.158 0.243 6.146
S 2.585 0.294 -4.986
O 4.138 -0.366 1.017
O 5.092 -0.053 3.683
O 4.095 0.261 5.627
O 2.116 -0.279 0.107
N 1.601 -0.213 -2.718
N 0.516 -0.174 -3.566
N 3.930 0.035 -2.643
N 0.455 -0.096 3.608
N 0.899 -0.210 2.367
N -0.856 -1.715 -0.776
C 2.662 -0.031 3.801
C -0.033 2.233 -0.262
C 0.092 1.410 -6.757
C 4.011 0.082 4.449
C -1.070 -2.116 0.642
C -0.377 0.932 -0.619
C -1.521 -1.062 4.662
C -2.365 2.819 -0.378
C -3.687 -0.127 4.189
C 1.470 0.035 4.506
C -1.038 3.178 -0.146
C -0.637 -2.911 -1.621
C -2.702 1.519 -0.725
C -1.990 -0.861 -1.252
C -0.078 0.128 -5.940
C -1.705 0.560 -0.846
C -3.107 0.831 3.366
C -2.897 -1.068 4.836
C 2.777 0.020 -3.294
C -1.732 0.854 3.188
C 0.857 0.051 -4.782
C 2.969 -0.272 1.218
C 2.223 -0.172 2.461
C -0.961 -0.096 3.841
H -0.630 1.426 -7.569
H -0.067 2.294 -6.141
H 0.997 2.504 -0.067
H -1.258 1.599 2.561
H -1.517 -3.557 -1.602
H -2.041 -0.954 -2.338
H -0.795 4.195 0.131
H -1.089 0.044 -5.540
H -0.893 -1.787 5.163
H 1.085 1.474 -7.206
H -2.922 -1.239 -0.828
H 0.211 -3.477 -1.232
H 0.094 -0.749 -6.570
H -3.143 3.564 -0.281
H -1.893 -2.832 0.680
H -1.307 -1.235 1.232
H 4.797 0.223 -3.120
H -3.725 1.574 2.880
H 4.902 -0.211 2.742
H -0.451 -2.606 -2.652
H -4.759 -0.133 4.337
H -3.352 -1.806 5.482
H 3.960 -0.081 -1.638
H -0.167 -2.580 1.035
H -3.739 1.253 -0.894
*
```



Copy entry 2 word for word.
The following is a DFT calculation (wB97M-V/def2-TZVPD) of a molecular structure, C12H26BN2O2P2Tl.

Results
HOMO (spin up / spin down) = -14.26 / -14.49 eV
LUMO (spin up / spin down) = -11.214 / -10.980 eV
Calculated total energy = -1612.15619 hartree
Orbital gap (spin up / spin down) = 0.1118 / 0.1291 Ha
Energy above the lowest of the compared OMol25 structures with the same formula, charge and spin = 12.6 kcal per mole

Structure (ORCA input):
```
! wB97M-V def2-TZVPD RIJCOSX def2/J DEFGRID3
* xyz 2 1
Tl -0.929 -0.710 -1.046
P 1.817 -1.240 -0.537
P -1.929 0.967 1.068
O -1.253 1.679 -4.195
O 0.138 -2.379 -4.985
N 0.929 1.360 0.595
N -1.344 -2.167 1.310
C -3.657 1.270 0.523
C -2.008 -3.027 1.748
C 0.343 2.544 0.834
C -1.168 2.637 0.761
C 3.082 2.372 0.894
C 2.914 -0.091 0.423
C 1.091 3.700 1.093
C 2.497 -2.893 -0.161
C 2.263 1.256 0.648
C 2.479 3.616 1.114
C 2.417 -0.951 -2.239
C -2.131 0.999 2.871
B -2.903 -4.180 2.309
H -2.693 1.888 3.190
H 0.192 -3.127 -5.625
H 3.126 -0.576 1.393
H -1.016 2.216 -4.990
H 4.153 2.229 0.911
H 0.547 4.635 1.219
H -4.074 2.141 1.053
H -3.859 -3.685 2.875
H -1.456 2.946 -0.267
H -2.646 0.084 3.188
H 1.894 -1.613 -2.945
H 3.576 -2.948 -0.396
H 3.502 -1.124 -2.287
H 1.937 -3.636 -0.753
H 3.090 4.502 1.282
H -1.554 3.340 1.519
H 2.321 -3.125 0.903
H 2.191 0.077 -2.549
H -2.283 -4.876 3.083
H 3.857 0.038 -0.134
H -4.235 0.364 0.754
H -3.308 -4.854 1.380
H -1.150 0.987 3.357
H -3.695 1.414 -0.569
H 0.085 -2.817 -4.114
H -1.149 0.758 -4.507
*
```



Which formula does entry 6 have? C24H25ClN6O4SV



The lowest calculated total energy belongs to which entry? C24H25ClN6O4SV



Copy entry 6 word for word.
The following is a DFT calculation (wB97M-V/def2-TZVPD) of a molecular structure, C24H25ClN6O4SV.

Results
HOMO (spin up / spin down) = -14.39 / -14.39 eV
LUMO (spin up / spin down) = -8.006 / -7.513 eV
Calculated total energy = -3360.92064 hartree
Orbital gap (spin up / spin down) = 0.2347 / 0.2529 Ha
Energy above the lowest of the compared OMol25 structures with the same formula, charge and spin = 29.2 kcal per mole

Structure (ORCA input):
```
! wB97M-V def2-TZVPD RIJCOSX def2/J DEFGRID3
* xyz 2 2
V 0.817 -0.567 -0.962
Cl 1.158 0.243 6.146
S 2.585 0.294 -4.986
O 4.138 -0.366 1.017
O 5.092 -0.053 3.683
O 4.095 0.261 5.627
O 2.116 -0.279 0.107
N 1.601 -0.213 -2.718
N 0.516 -0.174 -3.566
N 3.930 0.035 -2.643
N 0.455 -0.096 3.608
N 0.899 -0.210 2.367
N -0.856 -1.715 -0.776
C 2.662 -0.031 3.801
C -0.033 2.233 -0.262
C 0.092 1.410 -6.757
C 4.011 0.082 4.449
C -1.070 -2.116 0.642
C -0.377 0.932 -0.619
C -1.521 -1.062 4.662
C -2.365 2.819 -0.378
C -3.687 -0.127 4.189
C 1.470 0.035 4.506
C -1.038 3.178 -0.146
C -0.637 -2.911 -1.621
C -2.702 1.519 -0.725
C -1.990 -0.861 -1.252
C -0.078 0.128 -5.940
C -1.705 0.560 -0.846
C -3.107 0.831 3.366
C -2.897 -1.068 4.836
C 2.777 0.020 -3.294
C -1.732 0.854 3.188
C 0.857 0.051 -4.782
C 2.969 -0.272 1.218
C 2.223 -0.172 2.461
C -0.961 -0.096 3.841
H -0.630 1.426 -7.569
H -0.067 2.294 -6.141
H 0.997 2.504 -0.067
H -1.258 1.599 2.561
H -1.517 -3.557 -1.602
H -2.041 -0.954 -2.338
H -0.795 4.195 0.131
H -1.089 0.044 -5.540
H -0.893 -1.787 5.163
H 1.085 1.474 -7.206
H -2.922 -1.239 -0.828
H 0.211 -3.477 -1.232
H 0.094 -0.749 -6.570
H -3.143 3.564 -0.281
H -1.893 -2.832 0.680
H -1.307 -1.235 1.232
H 4.797 0.223 -3.120
H -3.725 1.574 2.880
H 4.902 -0.211 2.742
H -0.451 -2.606 -2.652
H -4.759 -0.133 4.337
H -3.352 -1.806 5.482
H 3.960 -0.081 -1.638
H -0.167 -2.580 1.035
H -3.739 1.253 -0.894
*
```